A molecular structure, C30H30AuBClFN4OP, computed with ωB97M-V/def2-TZVPD.

E: -2517.16707 Eh
E_HOMO (alpha / beta): -10.0 / -12.1 eV
2S+1: 3
Net charge: +1
<S²>: 2.041
Largest force on an atom: 0.42 eV/A
Orbital gap (alpha / beta): 7.647 / 6.505 eV
LUMO energy (alpha / beta): -2.325 / -5.561 eV

Each line ends with the Mulliken spin population.
Geometry (Å):
Au 0.548 0.073 0.304  0.556
Cl 3.517 -1.662 0.173  0.002
C 2.821 -2.847 -0.882  0.002
C 3.425 -4.095 -0.926  -0.001
C 2.994 -5.031 -1.851  0.003
C 1.975 -4.722 -2.744  -0.001
C 1.363 -3.484 -2.680  0.002
C 1.764 -2.538 -1.731  0.012
P 0.913 -0.958 -1.719  0.179
C -0.749 -1.223 -2.373  -0.014
C -1.169 -0.692 -3.589  0.014
C -2.473 -0.902 -4.021  -0.003
C -3.350 -1.645 -3.246  0.011
C -2.929 -2.185 -2.035  -0.006
C -1.635 -1.971 -1.594  0.011
C 1.810 0.174 -2.783  -0.017
C 1.306 1.461 -2.990  0.018
C 2.012 2.366 -3.761  -0.007
C 3.234 1.998 -4.314  0.021
C 3.749 0.730 -4.090  -0.003
C 3.044 -0.184 -3.321  0.023
H 4.239 -4.311 -0.248  0.000
H 3.468 -6.003 -1.883  0.000
H 1.653 -5.445 -3.481  0.000
H 0.551 -3.255 -3.359  0.001
H -0.484 -0.126 -4.205  0.002
H -2.796 -0.488 -4.967  0.000
H -4.364 -1.809 -3.588  0.001
H -3.611 -2.773 -1.435  0.000
H -1.317 -2.389 -0.644  -0.001
H 0.364 1.762 -2.545  -0.014
H 1.616 3.359 -3.924  0.000
H 3.789 2.706 -4.914  0.001
H 4.705 0.449 -4.511  0.000
H 3.456 -1.170 -3.148  0.001
B 1.514 -2.299 4.001  0.002
C 0.834 -1.924 2.635  0.046
N 0.370 -1.590 1.623  0.096
H 0.883 -1.732 4.875  -0.001
H 1.485 -3.503 4.086  0.002
H 2.635 -1.844 3.905  0.011
C -0.317 2.805 5.236  0.001
N 0.107 2.525 3.876  0.002
C 0.936 3.381 3.040  -0.006
C 1.034 2.550 1.774  -0.004
O 1.566 2.849 0.729  0.026
N 0.384 1.358 1.988  0.063
C -0.159 1.394 3.222  -0.026
N -0.883 0.409 3.722  0.000
H -0.057 3.833 5.473  0.000
H 0.183 2.149 5.951  0.000
H -1.399 2.702 5.329  0.001
H 1.928 3.540 3.467  0.000
H 0.467 4.346 2.847  -0.001
H -0.908 -0.465 3.219  0.002
H -1.177 0.413 4.683  0.000
F -4.877 1.574 3.845  0.016
C -4.122 1.693 2.742  0.193
C -4.169 0.688 1.787  -0.068
C -3.378 0.810 0.665  0.150
C -2.523 1.926 0.485  -0.098
C -1.671 2.020 -0.627  0.621
C -2.530 2.931 1.484  0.154
C -3.327 2.822 2.603  -0.057
H -4.826 -0.157 1.938  -0.001
H -3.401 0.041 -0.098  0.031
H -0.998 2.861 -0.733  -0.009
H -1.765 1.317 -1.446  0.066
H -1.915 3.813 1.343  0.000
H -3.362 3.595 3.358  -0.001